Below is a 9-piece molecular cluster, H18O9 overall, with properties calculated with ωB97M-V/def2-TZVPD.

```
27
Properties=species:S:1:pos:R:3:forces:R:3:lowdin_charge:R:1
O -0.157419 -0.677357 0.301757 0.1718 -0.0489 -0.2412 -0.055
H -0.665429 0.096763 0.544427 -0.1464 0.2302 0.0522 0.028
H -0.185879 -1.236237 1.078337 -0.0075 -0.1917 0.1995 0.028
O 3.113971 3.672543 -1.721903 0.1403 0.1766 -0.0030 -0.053
H 3.308581 2.744953 -1.587963 0.1082 -0.2431 0.0601 0.027
H 2.194781 3.688863 -1.988463 -0.2514 0.0597 -0.0585 0.025
O 1.382501 -4.144247 3.711897 -0.1904 0.0916 -0.1537 -0.055
H 2.272111 -4.397167 3.465197 0.2229 -0.0593 -0.1053 0.028
H 1.306061 -4.401167 4.630797 -0.0529 -0.0350 0.2507 0.028
O -1.021699 -2.881887 -4.802863 -0.0993 -0.1879 -0.0884 -0.054
H -0.460129 -2.687487 -4.052483 0.1377 0.0042 0.2367 0.028
H -1.106249 -2.046357 -5.262193 -0.0397 0.1848 -0.1405 0.026
O -1.760689 4.656693 -3.219523 0.1264 0.0469 0.2334 -0.055
H -2.329419 3.910663 -3.409863 -0.1501 -0.2076 -0.0022 0.028
H -1.699439 5.129663 -4.049453 0.0481 0.1666 -0.1984 0.029
O 4.674161 -1.419457 -0.235723 0.1275 0.1177 -0.1421 -0.052
H 3.725111 -1.479817 -0.126683 -0.2991 0.0322 -0.0061 0.025
H 5.029181 -2.032177 0.408307 0.1393 -0.1295 0.1399 0.026
O -0.294539 6.383113 0.871917 0.1146 0.1828 0.1190 -0.052
H -0.772589 5.698873 1.340417 -0.0958 -0.1744 0.1457 0.026
H -0.524339 6.249763 -0.047673 -0.0379 -0.0253 -0.2845 0.024
O -1.787229 -7.036527 1.204617 -0.0893 0.0604 -0.1845 -0.053
H -1.460639 -6.535267 1.951807 0.1001 0.1978 0.1684 0.025
H -1.693469 -7.951427 1.469967 0.0036 -0.2461 0.0189 0.027
O -3.411639 2.135943 2.924747 0.1936 -0.0583 -0.1659 -0.055
H -3.507479 1.858663 3.835877 0.0144 -0.0928 0.2359 0.028
H -4.168189 2.700083 2.764727 -0.1890 0.1486 -0.0863 0.028
```
Positions in Å, forces in eV/Å.

Its SMILES is O.O.O.O.O.O.O.O.O. For the frontier orbital gap, the calculation gives 11.47 eV. For the HOMO energy, the calculation gives -11.26 eV. The calculation puts the LUMO energy at 0.008 Ha. The charge is 0. As for the multiplicity: 1. Its relative energy (zero: lowest compared OMol25 entry of this formula, charge and spin) is 306.5 kJ/mol.